1.
Computed, not measured: an isolated molecule of C4H6N2 in a non-equilibrium geometry, with ωB97M-V/def2-TZVPD.

Each line ends with the Mulliken charge.
Cartesian coordinates (Å):
C: -2.446 -0.067 0.036  -0.336
N: -1.534 0.802 -0.115  -0.444
N: -0.356 0.545 -0.656  -0.213
C: 0.926 0.976 0.364  -0.230
C: 1.841 0.127 -0.439  -0.472
C: 0.477 -0.352 0.027  -0.298
H: -3.321 0.200 0.443  0.309
H: -2.463 -1.051 -0.236  0.331
H: 0.879 1.610 1.181  0.390
H: 2.061 0.239 -1.523  0.212
H: 2.762 -0.278 -0.044  0.262
H: 0.262 -1.161 0.562  0.489

E: -265.32341 hartree
Structure (SMILES): C=NN1[C@@H]2C[C@@H]21
Orbital gap: 9.7 eV
Energy above the lowest of the compared OMol25 structures with the same formula, charge and spin: 133.13 kcal/mol

2.
Computed, not measured: a cluster of 2 separate species, C2H5NO in total in a non-equilibrium geometry, with ωB97M-V/def2-TZVPD.

Each line ends with the Mulliken charge.
Cartesian coordinates (Å):
C: -1.668 -0.774 -0.062  -0.216
C: 0.462 0.514 -0.075  -0.373
N: -1.030 0.292 -0.221  -0.279
O: 2.195 -0.307 -0.147  -0.589
H: -2.762 -0.704 -0.359  0.243
H: -1.127 -1.573 0.367  0.275
H: 0.463 1.204 0.763  0.339
H: 0.860 1.213 -0.910  0.319
H: 2.606 0.135 0.643  0.282

E: -209.04336 hartree
Orbital gap: 10.3 eV
Energy above the lowest of the compared OMol25 structures with the same formula, charge and spin: 112.30 kcal/mol

3.
Computed, not measured: a cluster of 2 separate species, CH2N2O3S in total in a non-equilibrium geometry, with ωB97M-V/def2-TZVPD.

Each line ends with the Mulliken charge.
Cartesian coordinates (Å):
C: 0.252 1.606 2.767  0.115
N: 0.106 1.573 1.626  -0.411
N: 0.271 -0.763 -3.112  0.003
O: 0.589 -1.415 -0.272  -0.583
O: -1.515 -0.582 0.411  -0.438
O: -0.487 -0.167 -2.340  -0.166
S: -0.309 -0.237 -0.254  0.907
H: 0.835 -1.615 -2.658  0.274
H: 0.257 1.599 3.832  0.300

E: -772.55783 hartree
Orbital gap (spin up / spin down): 8.3 / 8.3 eV
Energy above the lowest of the compared OMol25 structures with the same formula, charge and spin: 93.49 kcal/mol

- What is the energy above the lowest of the compared OMol25 structures with the same formula, charge and spin in the second record?
  112.30 kcal/mol

- Look up the energy above the lowest of the compared OMol25 structures with the same formula, charge and spin of the second one.
  112.30 kcal/mol

- Which formula does entry 3 have?
  CH2N2O3S

- Look up the energy above the lowest of the compared OMol25 structures with the same formula, charge and spin of the second one.
  112.30 kcal/mol